Run P
ORCA calculation (the ωB97M-V functional and the def2-TZVPD basis) on 2 unconnected molecules or ions with the total composition C5H14S.

- HOMO: -8.444 eV
- SMILES string: CCSC.CC

Each line ends with the natural charge from an NBO analysis.
Geometry (Å):
C  -0.895  2.191  -0.343  -0.63
C  0.069  2.597  -1.457  -0.52
S  1.747  1.910  -1.290  0.18
C  1.479  0.131  -1.204  -0.76
H  -0.563  1.287  0.174  0.21
H  -1.903  2.067  -0.750  0.21
H  -0.941  2.978  0.410  0.21
H  -0.315  2.366  -2.447  0.21
H  0.321  3.653  -1.421  0.22
H  0.662  -0.247  -1.823  0.22
H  2.418  -0.316  -1.502  0.23
H  1.224  -0.188  -0.185  0.21
C  0.054  -2.211  2.097  -0.62
C  -0.874  -2.369  0.866  -0.61
H  0.255  -1.171  2.327  0.21
H  -0.401  -2.683  2.974  0.21
H  0.970  -2.763  1.937  0.21
H  -0.411  -2.998  0.100  0.20
H  -1.078  -1.420  0.385  0.20
H  -1.819  -2.815  1.151  0.21

=====

Run Q
ORCA calculation (the ωB97M-V functional and the def2-TZVPD basis) on 2 unconnected molecules or ions with the total composition C5H14S.

- HOMO: -8.347 eV
- SMILES string: CCSC.CC

Each line ends with the natural charge from an NBO analysis.
Geometry (Å):
C  -0.245  0.359  2.692  -0.66
C  0.375  -0.710  1.859  -0.47
S  -1.035  -1.467  0.802  0.12
C  -1.814  -0.238  -0.246  -0.77
H  -1.368  0.079  2.886  0.24
H  -0.051  1.376  2.215  0.22
H  0.373  0.332  3.621  0.22
H  1.233  -0.430  1.247  0.21
H  0.819  -1.596  2.365  0.23
H  -1.703  -0.291  -1.357  0.21
H  -2.889  -0.406  -0.305  0.23
H  -1.473  0.695  0.037  0.22
C  1.374  2.165  -2.856  -0.60
C  2.167  0.855  -2.605  -0.63
H  0.818  1.977  -3.724  0.20
H  0.771  2.598  -2.105  0.20
H  2.216  2.931  -3.237  0.19
H  1.542  0.400  -1.829  0.20
H  3.236  0.983  -2.232  0.22
H  1.892  0.242  -3.480  0.22

=====

Run R
ORCA calculation (the ωB97M-V functional and the def2-TZVPD basis) on 2 unconnected molecules or ions with the total composition C5H14S.

- HOMO: -8.372 eV
- SMILES string: CCC.CSC

Each line ends with the natural charge from an NBO analysis.
Geometry (Å):
C  -2.483  -0.288  -1.582  -0.61
C  -1.635  0.339  -2.646  -0.40
C  -2.410  0.300  -3.970  -0.62
H  -1.887  -0.622  -0.693  0.21
H  -2.982  -1.198  -1.910  0.20
H  -3.334  0.335  -1.494  0.21
H  -1.184  1.321  -2.410  0.21
H  -0.703  -0.237  -2.851  0.19
H  -2.772  1.326  -4.137  0.20
H  -1.751  0.202  -4.828  0.21
H  -3.180  -0.349  -4.204  0.21
C  2.099  -0.340  3.519  -0.73
S  1.197  0.379  2.103  0.16
C  2.001  -0.534  0.756  -0.77
H  2.390  -1.336  3.300  0.21
H  3.053  0.250  3.450  0.22
H  1.444  -0.249  4.392  0.23
H  2.497  0.254  0.112  0.22
H  1.212  -1.131  0.208  0.23
H  2.828  -1.182  0.920  0.22

=====

Which of them is most stable, and which least? Most stable: run P; least stable: run Q.

=====

Run P
ORCA calculation (the ωB97M-V functional and the def2-TZVPD basis) on 2 unconnected molecules or ions with the total composition C5H14S.

- HOMO: -8.286 eV
- SMILES string: CCSC.CC

Each line ends with the natural charge from an NBO analysis.
Geometry (Å):
C  -1.189  0.045  -2.485  -0.64
C  -1.026  -1.423  -2.209  -0.52
S  0.378  -2.005  -1.148  0.15
C  1.414  -0.517  -0.994  -0.74
H  -1.640  0.702  -1.748  0.22
H  -1.834  0.191  -3.362  0.22
H  -0.254  0.420  -2.905  0.21
H  -1.775  -1.814  -1.547  0.22
H  -1.177  -2.040  -3.092  0.22
H  0.784  0.340  -0.760  0.21
H  2.088  -0.626  -0.152  0.24
H  1.888  -0.287  -1.943  0.21
C  -0.423  0.622  2.948  -0.61
C  1.003  1.134  2.609  -0.61
H  -0.693  0.872  3.974  0.20
H  -1.137  0.886  2.182  0.21
H  -0.321  -0.462  3.058  0.21
H  0.971  1.379  1.550  0.20
H  1.761  0.456  2.982  0.21
H  1.183  2.123  3.041  0.20

=====

Run Q
ORCA calculation (the ωB97M-V functional and the def2-TZVPD basis) on 2 unconnected molecules or ions with the total composition C5H14S.

- HOMO: -8.501 eV
- SMILES string: CCC.CSC

Each line ends with the natural charge from an NBO analysis.
Geometry (Å):
C  0.945  0.552  -2.785  -0.61
C  0.001  -0.635  -2.829  -0.40
C  0.578  -1.895  -2.177  -0.60
H  0.393  1.492  -2.851  0.21
H  1.538  0.561  -1.871  0.20
H  1.645  0.576  -3.617  0.21
H  -0.249  -0.942  -3.844  0.20
H  -0.973  -0.370  -2.402  0.19
H  -0.109  -2.730  -2.294  0.21
H  0.795  -1.750  -1.120  0.19
H  1.483  -2.229  -2.698  0.20
C  0.272  -0.221  3.079  -0.74
S  -0.437  1.115  2.082  0.19
C  -1.138  0.109  0.774  -0.75
H  0.298  0.116  4.108  0.23
H  -0.436  -1.048  3.062  0.21
H  1.261  -0.525  2.741  0.21
H  -1.666  0.690  0.015  0.23
H  -1.818  -0.639  1.190  0.21
H  -0.352  -0.421  0.234  0.21

=====

Which of them is most stable, and which least? Most stable: run Q; least stable: run P.

=====

Run P
ORCA calculation (the ωB97M-V functional and the def2-TZVPD basis) on 2 unconnected molecules or ions with the total composition H5NS2.

- HOMO: -9.090 eV
- SMILES string: SS.N

Each line ends with the natural charge from an NBO analysis.
Geometry (Å):
S  0.893  1.175  0.670  -0.14
S  -0.516  2.722  0.780  -0.12
H  1.474  1.674  -0.428  0.14
H  -1.539  1.897  1.039  0.13
N  0.012  -2.128  -0.367  -1.06
H  0.285  -1.291  0.140  0.36
H  0.383  -1.994  -1.301  0.35
H  -0.990  -2.056  -0.531  0.35

=====

Run Q
ORCA calculation (the ωB97M-V functional and the def2-TZVPD basis) on 2 unconnected molecules or ions with the total composition H5NS2.

- HOMO: -8.705 eV
- SMILES string: SS.N

Each line ends with the natural charge from an NBO analysis.
Geometry (Å):
S  3.171  -1.290  -0.636  -0.11
S  1.715  -0.484  -1.819  -0.17
H  2.527  -1.105  0.564  0.14
H  1.076  0.552  -1.308  0.14
N  -2.007  0.774  0.757  -1.08
H  -2.933  1.142  0.909  0.37
H  -1.907  0.130  0.016  0.36
H  -1.643  0.282  1.516  0.35

=====

Which of them is most stable, and which least? Most stable: run P; least stable: run Q.

=====

Run P
ORCA calculation (the ωB97M-V functional and the def2-TZVPD basis) on C16H26O5 in the gas phase.

- HOMO: -9.386 eV
- SMILES string: COC(C[C@H](O)[C@@H](C)[C@@H](O)COCc1ccccc1)OC

Each line ends with the natural charge from an NBO analysis.
Geometry (Å):
C  -6.217  -0.983  0.829  -0.25
O  -4.968  -1.009  0.173  -0.54
C  -4.301  0.212  0.170  0.39
C  -2.890  -0.041  -0.369  -0.47
C  -2.020  -0.689  0.716  0.11
O  -1.811  0.198  1.787  -0.74
C  -0.675  -1.232  0.177  -0.24
C  -0.874  -2.539  -0.585  -0.61
C  0.061  -0.193  -0.685  0.08
O  0.055  1.065  -0.038  -0.75
C  1.516  -0.596  -0.952  -0.09
O  2.129  0.496  -1.610  -0.55
C  3.505  0.302  -1.864  -0.09
C  4.338  0.235  -0.607  0.03
C  4.169  1.196  0.383  -0.24
C  4.914  1.142  1.547  -0.19
C  5.843  0.131  1.729  -0.22
C  6.019  -0.827  0.745  -0.20
C  5.266  -0.779  -0.415  -0.24
O  -5.028  1.125  -0.632  -0.55
C  -4.819  2.477  -0.321  -0.25
H  -6.097  -0.696  1.881  0.17
H  -6.614  -1.994  0.766  0.19
H  -6.903  -0.285  0.342  0.18
H  -4.235  0.621  1.200  0.15
H  -2.451  0.910  -0.670  0.22
H  -2.981  -0.694  -1.234  0.22
H  -2.581  -1.528  1.144  0.19
H  -1.198  0.876  1.465  0.49
H  -0.060  -1.426  1.063  0.21
H  0.079  -3.018  -0.793  0.21
H  -1.476  -3.223  0.008  0.22
H  -1.387  -2.364  -1.527  0.21
H  -0.446  -0.095  -1.658  0.17
H  0.754  1.585  -0.456  0.50
H  1.567  -1.491  -1.585  0.18
H  2.029  -0.802  -0.002  0.18
H  3.651  -0.610  -2.462  0.17
H  3.802  1.166  -2.466  0.20
H  3.443  1.983  0.236  0.21
H  4.770  1.890  2.312  0.21
H  6.426  0.089  2.636  0.21
H  6.741  -1.619  0.884  0.21
H  5.401  -1.533  -1.178  0.21
H  -5.045  2.683  0.733  0.17
H  -5.496  3.044  -0.958  0.19
H  -3.788  2.789  -0.524  0.16

=====

Run Q
ORCA calculation (the ωB97M-V functional and the def2-TZVPD basis) on C16H26O5 in the gas phase.

- HOMO: -9.175 eV
- SMILES string: COC(C[C@H](O)C[C@@H](O)[C@@H](C)OCc1ccccc1)OC

Each line ends with the natural charge from an NBO analysis.
Geometry (Å):
C  0.582  4.029  1.657  -0.27
O  -0.376  4.076  0.617  -0.55
C  -0.393  2.949  -0.226  0.37
C  0.924  2.750  -0.988  -0.48
C  0.727  2.059  -2.346  0.12
O  -0.262  2.710  -3.122  -0.72
C  0.310  0.590  -2.213  -0.45
C  1.517  -0.357  -2.167  0.09
O  2.433  -0.001  -1.163  -0.72
C  1.039  -1.809  -1.934  0.09
C  2.167  -2.805  -2.205  -0.64
O  0.618  -1.843  -0.581  -0.57
C  -0.306  -2.848  -0.253  -0.09
C  -0.744  -2.696  1.181  0.05
C  -1.330  -3.769  1.840  -0.24
C  -1.754  -3.641  3.150  -0.20
C  -1.589  -2.439  3.818  -0.22
C  -1.003  -1.368  3.167  -0.20
C  -0.584  -1.492  1.853  -0.25
O  -0.698  1.778  0.483  -0.56
C  -2.029  1.738  0.954  -0.26
H  0.559  3.061  2.165  0.18
H  1.592  4.213  1.280  0.17
H  0.307  4.817  2.356  0.19
H  -1.200  3.177  -0.942  0.17
H  1.355  3.741  -1.154  0.21
H  1.615  2.158  -0.392  0.24
H  1.691  2.099  -2.881  0.16
H  -0.040  3.645  -3.186  0.47
H  -0.305  0.343  -3.079  0.22
H  -0.283  0.460  -1.309  0.23
H  2.069  -0.298  -3.112  0.18
H  2.035  -0.284  -0.329  0.48
H  0.185  -2.022  -2.595  0.17
H  2.425  -2.791  -3.260  0.21
H  3.040  -2.526  -1.621  0.23
H  1.867  -3.814  -1.933  0.21
H  0.130  -3.848  -0.397  0.17
H  -1.189  -2.774  -0.913  0.18
H  -1.456  -4.710  1.322  0.21
H  -2.210  -4.482  3.652  0.21
H  -1.916  -2.340  4.843  0.21
H  -0.870  -0.428  3.684  0.21
H  -0.134  -0.657  1.342  0.23
H  -2.733  1.762  0.115  0.17
H  -2.138  0.804  1.501  0.20
H  -2.237  2.585  1.615  0.18

=====

Which of them is most stable, and which least? Most stable: run P; least stable: run Q.

=====

Run P
ORCA calculation (the ωB97M-V functional and the def2-TZVPD basis) on 2 unconnected molecules or ions with the total composition C3H9N.

- HOMO: -7.671 eV

Each line ends with the natural charge from an NBO analysis.
Geometry (Å):
C  0.383  -0.808  1.054  -0.63
C  -0.034  0.463  0.333  0.15
C  -1.473  0.519  0.014  -0.74
N  1.014  -0.045  -1.283  -1.21
H  1.447  -0.825  1.300  0.23
H  0.063  -1.667  0.463  0.24
H  -0.206  -0.698  1.977  0.19
H  0.534  1.362  0.530  0.21
H  -0.867  -0.076  -0.758  0.37
H  -2.074  1.357  -0.382  0.24
H  -2.196  -0.047  0.572  0.23
H  1.402  -0.559  -2.092  0.39
H  1.742  0.593  -0.966  0.33

=====

Run Q
ORCA calculation (the ωB97M-V functional and the def2-TZVPD basis) on C3H9N in the gas phase.

- HOMO: -8.515 eV
- SMILES string: CN(C)C

Each line ends with the natural charge from an NBO analysis.
Geometry (Å):
C  1.324  -0.411  -0.217  -0.41
N  -0.112  -0.305  -0.299  -0.45
C  -0.630  -0.485  0.998  -0.42
C  -0.623  0.938  -0.911  -0.42
H  1.509  -1.424  0.231  0.20
H  1.734  0.329  0.491  0.16
H  1.802  -0.416  -1.183  0.20
H  -0.585  -1.659  1.255  0.20
H  -1.768  -0.272  0.991  0.20
H  -0.209  0.114  1.850  0.17
H  -0.039  1.120  -1.836  0.21
H  -1.674  0.720  -1.247  0.20
H  -0.728  1.751  -0.123  0.18

=====

Which of them is most stable, and which least? Most stable: run Q; least stable: run P.